# 1
The following is a DFT calculation (wB97M-V/def2-TZVPD) of a 2-piece molecular cluster, C5H10NO3 overall in a non-equilibrium geometry.

```
19
Properties=species:S:1:pos:R:3:forces:R:3:lowdin_charge:R:1
C -0.12657 0.18583 -2.09579 0.7 1.3 -3.3 -0.193
C -1.43861 0.65103 -1.47716 -1.1 -2.3 0.1 -0.115
C 0.17665 -1.25129 -1.65169 1.3 -1.3 -2.6 -0.598
O 0.18691 -2.23610 -2.46325 -0.5 2.0 1.0 -0.084
N 0.50429 -1.39837 -0.39909 0.4 0.0 1.9 0.160
H -0.27196 0.21013 -3.25080 -0.1 -0.9 1.8 0.115
H 0.73946 0.95289 -2.15969 -1.0 -1.4 1.4 0.128
H -1.91401 -0.32891 -1.06540 0.4 2.0 -0.5 0.117
H -2.10823 1.07044 -2.21017 -0.3 -0.1 -0.6 0.046
H 0.75393 -2.35129 -0.14047 -0.2 0.4 -0.1 0.114
H 0.72326 -0.59331 0.31195 0.0 -0.7 -0.7 0.053
H -1.44451 1.38979 -0.72246 0.6 0.5 1.3 0.041
C 0.09629 2.19951 2.42785 0.2 2.2 -3.2 -0.066
C 0.20055 0.76894 1.97740 0.3 -0.8 -0.3 -0.700
O 1.24649 0.53697 1.18406 -2.7 0.0 1.8 -0.156
O -0.66136 0.00006 2.46113 1.3 -0.1 -1.1 -0.061
H 0.79604 2.70195 1.66916 -0.9 0.0 1.5 0.085
H 0.46247 2.24765 3.40232 0.9 0.3 1.7 0.032
H -0.89269 2.75779 2.42000 0.9 -1.2 -0.2 0.082
```
Positions in Å, forces in eV/Å.

Properties
strongest force on any atom: 0.07538 Eh/bohr
frontier orbital gap: 8.912 eV
total charge: -1



# 2
The following is a DFT calculation (wB97M-V/def2-TZVPD) of one molecule with the formula C5H6N4O2S in a non-equilibrium geometry.

```
18
Properties=species:S:1:pos:R:3:forces:R:3:lowdin_charge:R:1
C -1.64927 -1.40980 0.76859 0.3 -0.2 0.2 -0.177
C 0.38816 -0.82151 0.59638 -1.5 0.2 -0.3 -0.369
C -0.34656 0.08186 -0.12052 3.0 1.8 -1.0 0.008
C 2.76722 -0.12621 0.51293 -0.4 -0.8 0.4 -0.233
C -2.77024 0.36889 -0.59388 -0.4 0.3 -0.3 -0.030
N -0.44461 -1.75555 1.15033 0.3 -0.3 0.2 0.104
N 2.82350 0.93338 -0.20234 -0.6 1.5 -1.2 -0.081
N -1.64691 -0.29696 -0.00223 0.4 0.0 0.1 -0.161
N 1.75340 -0.90989 0.85938 0.2 -0.3 0.3 0.105
O 1.54875 3.09383 -0.57376 -0.2 -0.9 0.0 -0.306
O 1.92688 1.55386 -2.47899 -0.5 -0.2 0.7 -0.304
S 1.70153 1.75743 -1.07544 -0.3 -1.2 0.9 0.751
H -2.53905 -1.94062 1.03484 -0.3 -0.1 0.0 0.121
H 3.72750 -0.45308 0.91057 -0.1 0.0 0.0 0.141
H -3.69083 0.00140 -0.13950 0.1 0.0 0.0 0.091
H -2.68786 1.44575 -0.43112 0.0 -0.2 0.0 0.095
H -2.80516 0.18394 -1.67015 0.0 0.0 0.1 0.094
H 1.94354 -1.70671 1.45492 0.3 0.1 -0.1 0.153
```
Positions in Å, forces in eV/Å.

Properties
strongest force on any atom: 0.07051 Eh/bohr
frontier orbital gap: 6.697 eV



# 3
The following is a DFT calculation (wB97M-V/def2-TZVPD) of one molecule with the formula C5H11NO in a non-equilibrium geometry.

```
18
Properties=species:S:1:pos:R:3:forces:R:3:lowdin_charge:R:1
C -0.24405 -0.41646 0.35009 -1.1 3.3 -1.3 -0.548
C -1.04574 0.94881 0.92885 3.0 -0.8 -2.4 -0.249
C 1.25282 -0.16798 0.14749 -0.2 -0.2 0.0 -0.209
C -0.97725 -0.97657 -0.86697 0.3 -0.2 0.3 -0.037
C 1.57421 0.86769 -0.93002 -0.1 -0.1 0.1 -0.094
N -0.52657 -1.02030 1.59476 -2.0 0.2 2.0 0.213
O -1.92270 0.30815 1.74214 0.2 -2.1 1.1 -0.066
H -1.28730 -1.69592 1.52356 0.2 -0.3 -0.2 0.093
H -0.21763 1.44986 1.44034 -0.3 0.4 0.3 0.103
H -1.51235 1.62839 0.19863 -0.1 -0.1 0.2 0.120
H 1.67202 0.14403 1.10610 0.0 0.0 0.0 0.109
H 1.72726 -1.12137 -0.10559 0.1 0.0 0.0 0.111
H -0.90172 -0.29840 -1.71614 0.0 0.0 0.0 0.076
H -2.03340 -1.11397 -0.63562 0.0 0.0 0.0 0.083
H -0.54876 -1.93682 -1.16105 0.0 -0.1 -0.1 0.082
H 1.10693 1.82936 -0.71168 0.0 0.0 0.0 0.073
H 1.23304 0.54514 -1.91417 0.0 0.0 0.0 0.067
H 2.65121 1.02637 -0.99075 0.0 0.0 0.0 0.072
```
Positions in Å, forces in eV/Å.

Properties
strongest force on any atom: 0.07644 Eh/bohr
frontier orbital gap (alpha / beta): 8.929 / 8.323 eV



# 4
The following is a DFT calculation (wB97M-V/def2-TZVPD) of C23H24Cl2N5O4PbS as an isolated structure in a non-equilibrium geometry.

```
60
Properties=species:S:1:pos:R:3:forces:R:3:lowdin_charge:R:1
Pb 0.10513 -0.42446 0.51913 0.8 -0.4 -0.5 1.343
C 4.63043 2.16464 2.44082 -0.2 0.1 0.1 -0.077
C 3.59973 2.51784 3.51362 0.3 0.3 -0.1 -0.263
N 2.73573 1.39444 3.80192 0.3 -0.1 0.1 -0.039
C 1.68103 1.12844 2.99492 -0.7 -0.5 0.3 -0.858
S 1.05593 -0.46946 3.07002 0.1 -0.3 0.6 0.512
N 1.16553 2.16134 2.37212 0.6 1.3 0.0 -0.023
N 0.24033 1.95544 1.45262 -0.6 -0.1 -0.2 -0.062
C -0.41097 2.97004 0.97212 1.0 0.1 1.0 -0.279
C -0.18637 4.37394 1.47082 0.1 -0.3 0.0 -0.035
C -1.36107 2.69734 -0.07747 -0.9 0.0 -0.8 -0.228
C -2.13647 3.71734 -0.66278 0.4 -0.1 0.3 -0.016
C -3.08827 3.38924 -1.60338 -0.1 -0.3 -0.1 -0.072
C -3.22957 2.06114 -1.99298 0.0 0.2 0.0 -0.060
C -2.38957 1.12504 -1.40938 -0.3 0.0 -0.2 -0.147
N -1.51727 1.42174 -0.46808 0.0 0.6 0.1 0.014
H 5.15733 3.05594 2.10412 0.1 0.0 0.0 0.065
H 4.11883 1.71724 1.58992 0.0 0.0 -0.1 0.069
H 5.35693 1.44624 2.82122 0.1 0.0 0.0 0.068
H 2.95163 3.31884 3.15602 0.2 0.0 0.2 0.093
H 4.08613 2.83064 4.44373 -0.1 0.0 -0.1 0.104
H 3.18903 0.56504 4.15632 -0.1 0.0 0.0 0.103
H 0.49533 4.32024 2.31622 0.0 0.1 0.0 0.057
H -1.11857 4.83634 1.79272 -0.1 0.1 0.0 0.075
H 0.26663 4.99054 0.69433 0.0 0.1 -0.1 0.083
H -1.99177 4.74494 -0.36427 0.0 0.0 0.0 0.100
H -3.73547 4.15374 -2.01538 0.1 0.0 -0.1 0.103
H -3.96797 1.76944 -2.72568 0.0 -0.1 0.0 0.098
H -2.43267 0.08124 -1.68298 0.0 -0.2 -0.1 0.110
Cl 1.13143 -5.78576 -0.59328 0.2 -0.1 -0.1 0.671
C -0.43977 -5.14796 -0.24677 0.2 0.3 0.1 -0.599
C -1.49767 -6.03256 -0.15147 -0.6 0.2 0.1 -0.149
C -2.76817 -5.56606 0.10153 0.3 -0.4 -0.1 -0.636
Cl -4.07567 -6.70996 0.22503 -0.2 -0.2 0.0 0.638
C -3.01267 -4.19826 0.28232 0.3 0.3 0.1 -0.183
C -4.28697 -3.64036 0.51723 0.0 0.2 0.0 -0.036
C -4.40777 -2.29496 0.73702 -0.1 -0.2 0.1 -0.058
C -3.24907 -1.50716 0.75052 0.0 -0.1 -0.1 -0.158
N -2.05977 -1.99246 0.49722 -0.5 0.2 0.1 0.012
C -1.90177 -3.29736 0.24723 -0.3 -0.8 -0.1 -0.142
C -0.55287 -3.75016 -0.05457 -0.1 -0.7 -0.2 -0.424
O 0.42713 -2.96556 -0.15167 0.2 0.4 0.0 -0.185
H -1.31907 -7.08936 -0.28227 0.0 -0.1 0.0 0.098
H -5.15637 -4.28256 0.51332 0.0 0.0 0.0 0.082
H -5.37147 -1.84166 0.91772 -0.1 0.0 0.0 0.097
H -3.29677 -0.44846 0.96542 -0.1 0.2 0.0 0.100
C 1.41903 1.01644 -3.04458 0.0 -0.3 0.1 -0.015
C 1.84973 -0.34736 -2.49778 0.5 0.2 -0.2 -0.530
C 2.52553 -1.20276 -3.57038 -0.1 0.2 0.1 -0.020
O 0.64933 -0.97896 -2.06268 0.0 0.1 -0.1 -0.132
C 2.85613 -0.05416 -1.32418 -0.2 -0.1 -0.4 -0.648
O 4.02743 0.13624 -1.62208 0.5 0.1 -0.3 0.018
O 2.37013 0.03584 -0.16177 -0.6 0.0 0.7 -0.178
H 0.62883 0.88414 -3.78338 0.0 0.0 -0.1 0.082
H 2.26583 1.52494 -3.49498 0.1 0.1 0.0 0.090
H 1.03053 1.62494 -2.22978 0.0 0.1 0.1 0.076
H 1.98133 -1.14236 -4.51287 -0.1 0.0 0.0 0.077
H 2.55093 -2.24356 -3.24738 0.0 -0.1 0.0 0.088
H 3.54943 -0.86716 -3.71488 0.0 0.0 0.0 0.077
H 0.86353 -1.84996 -1.68828 -0.1 -0.2 0.1 0.051
```
Positions in Å, forces in eV/Å.

Properties
strongest force on any atom: 0.02824 Eh/bohr
frontier orbital gap: 6.516 eV
total charge: -1



# 5
The following is a DFT calculation (wB97M-V/def2-TZVPD) of a 10-piece molecular cluster, H21O10 overall in a non-equilibrium geometry.

```
31
Properties=species:S:1:pos:R:3:forces:R:3:lowdin_charge:R:1
O -2.30627 -2.72894 1.44165 0.3 0.3 0.4 0.014
H 2.57890 -0.12547 0.12316 0.4 -0.1 0.4 0.012
H -2.74111 2.09129 -2.12955 0.1 0.7 0.2 0.046
O -0.30072 0.23241 -0.18154 0.6 0.0 0.1 -0.060
H -1.08525 1.41279 3.53443 0.2 0.3 0.2 0.072
H 0.61133 0.33736 0.17958 -0.5 0.2 0.1 0.028
O -2.18068 1.75131 -1.43294 0.1 -1.2 0.2 -0.051
H -1.84192 -1.26050 1.28962 -0.8 0.4 1.1 0.102
H -0.23406 0.30448 -1.13538 -0.4 0.0 -0.1 0.031
O -0.55706 -2.54869 -0.97792 -0.4 -0.1 0.4 -0.050
H -0.59624 -3.48111 -1.20227 0.3 0.0 -0.3 0.047
H 0.14728 -2.14895 -1.49352 0.1 0.0 -0.1 0.013
O 2.17170 0.44520 0.80710 -0.2 -0.1 -0.2 -0.055
H -1.55129 0.15994 0.74254 0.5 0.2 0.4 0.107
H 2.85929 0.90143 1.29361 0.1 0.0 -0.1 0.065
O 3.15262 -1.40130 -0.98208 -0.8 0.3 0.8 -0.027
H 3.11081 -1.00670 -1.85123 0.4 -0.3 -0.5 0.042
H 3.85857 -2.03180 -0.84691 0.3 0.0 -0.5 0.068
O -0.24127 1.01946 3.28894 -0.3 -0.5 -0.1 -0.022
H -0.11811 3.57235 0.90586 -0.3 -0.3 0.0 0.049
H 0.44353 1.68973 3.32241 0.0 0.1 0.0 0.066
O 0.03057 3.30484 -0.01123 0.3 0.6 0.5 -0.044
H 0.68200 3.97978 -0.25054 -0.1 -0.2 -0.5 0.060
H -2.40092 -3.15558 0.59245 0.1 -0.2 -0.5 0.069
O 0.93102 -0.27325 -2.98024 0.2 -0.4 0.6 -0.028
H -1.53882 -3.12879 1.86998 -0.1 -0.3 -0.1 0.094
O -1.85395 -0.26529 1.63746 0.5 -0.8 -1.2 0.133
H -1.03990 -0.16073 2.19786 -0.2 0.4 -0.1 0.097
H 0.83752 0.68094 -2.95780 0.0 0.2 -0.4 0.054
H -1.70893 2.39934 -0.90025 -0.2 0.6 -0.5 0.003
H 0.88138 -0.56555 -3.89325 -0.1 0.2 -0.2 0.064
```
Positions in Å, forces in eV/Å.

Properties
strongest force on any atom: 0.02994 Eh/bohr
frontier orbital gap: 11.354 eV
total charge: +1



# 6
The following is a DFT calculation (wB97M-V/def2-TZVPD) of one molecule with the formula C3H3N5O in a non-equilibrium geometry.

```
12
Properties=species:S:1:pos:R:3:forces:R:3:lowdin_charge:R:1
C -1.43676 0.07910 -0.05301 -1.3 4.9 1.7 -0.539
C 0.52045 -1.03674 -0.74338 0.7 1.8 1.3 0.039
C 1.35373 0.10948 0.08114 -0.1 0.8 0.1 -0.403
H -3.01266 0.10693 1.32803 2.7 -0.8 -2.8 0.220
H 1.22500 -2.00082 -1.15904 -2.7 2.8 0.5 0.182
H 2.80143 -0.99977 0.74180 -1.1 3.2 0.5 0.109
N -0.75075 -0.74303 -0.80128 3.6 -4.7 -1.4 0.140
N 2.41822 0.07976 0.80169 -0.2 -4.4 -1.4 0.093
N 0.95100 1.49232 -0.28377 -3.0 -0.9 -1.2 0.057
N -0.26801 1.92153 -0.49273 4.4 1.5 0.1 -0.069
N -1.37777 1.41123 -0.04463 0.1 -2.7 0.2 0.074
O -2.42389 -0.41998 0.62518 -2.9 -1.5 2.4 0.096
```
Positions in Å, forces in eV/Å.

Properties
strongest force on any atom: 0.11758 Eh/bohr
frontier orbital gap: 8.262 eV
structure (SMILES): [H]/N=c1\cnc(O)nnn1



# 7
The following is a DFT calculation (wB97M-V/def2-TZVPD) of a 2-piece molecular cluster, C4H6OS overall in a non-equilibrium geometry.

```
12
Properties=species:S:1:pos:R:3:forces:R:3:lowdin_charge:R:1
C -1.96884 -0.46651 0.25123 -1.2 -0.7 -1.0 -0.810
C -1.60582 -1.69826 0.07611 2.2 -1.3 -0.2 -0.105
C 0.64773 0.35116 -0.58817 2.9 -0.9 0.0 -0.050
C 1.70405 0.63868 0.19490 -1.3 -0.8 -1.4 -0.301
O 1.91474 1.75358 0.90922 -0.9 2.1 0.6 -0.023
S -2.74904 0.86156 0.17171 -0.1 0.9 0.5 0.779
H -0.91537 -2.18336 0.77805 -0.6 0.2 0.2 0.073
H -1.42233 -2.14092 -0.93456 -0.8 0.7 0.7 0.092
H 0.80902 -0.56126 -1.22635 -0.9 1.2 0.8 0.080
H -0.11866 1.06867 -0.67092 -1.0 0.4 -0.5 -0.001
H 2.47376 -0.12801 0.25677 0.3 0.6 0.4 0.108
H 1.23075 2.50467 0.78202 1.4 -2.3 0.0 0.157
```
Positions in Å, forces in eV/Å.

Properties
strongest force on any atom: 0.05872 Eh/bohr
frontier orbital gap: 8.184 eV
structure (SMILES): C=C=S.C=CO



# 8
The following is a DFT calculation (wB97M-V/def2-TZVPD) of C5H8N2 as an isolated structure.

```
15
Properties=species:S:1:pos:R:3:forces:R:3:lowdin_charge:R:1
C -1.03384 -0.74040 -0.66399 0.0 -0.1 0.0 -0.032
C 0.20440 -0.05237 -0.11412 -0.1 -0.1 0.1 -0.670
C -0.12446 1.07303 0.87479 0.0 0.0 0.0 -0.131
C -0.76044 0.54200 2.08657 -0.3 -0.3 0.6 -0.219
N -1.27083 0.10166 3.02391 0.4 0.3 -0.7 0.148
C 1.45421 -0.79955 0.12261 -0.3 -0.3 0.0 0.079
N 1.09391 0.46408 -1.17339 0.0 -0.1 -0.2 0.085
H -1.52866 -1.28626 0.14672 0.1 0.1 -0.1 0.089
H -1.75695 -0.03099 -1.08483 0.2 -0.1 0.1 0.088
H -0.75995 -1.46890 -1.43611 0.0 0.1 0.1 0.083
H -0.79273 1.81179 0.41486 0.1 -0.1 0.1 0.127
H 0.80311 1.57835 1.15965 -0.1 -0.1 0.0 0.123
H 1.40015 -1.71546 -0.49283 -0.1 0.1 0.1 0.030
H 2.05458 0.55421 -0.80589 0.1 0.4 -0.3 0.087
H 1.01751 -0.03118 -2.05794 0.1 0.1 0.3 0.113
```
Positions in Å, forces in eV/Å.

Properties
strongest force on any atom: 0.01726 Eh/bohr
frontier orbital gap: 9.494 eV



# 9
The following is a DFT calculation (wB97M-V/def2-TZVPD) of C2AlF3NO5S2 as an isolated structure in a non-equilibrium geometry.

```
14
Properties=species:S:1:pos:R:3:forces:R:3:mulliken_spin:R:1
Al -1.37901 0.19233 -1.83768 -1.3 -0.5 1.8 0.899
N -0.03644 -0.22175 1.22714 0.0 0.3 -1.2 0.004
S -0.81411 1.26499 1.12107 0.7 -0.1 0.4 0.003
O -1.98754 0.98385 -0.07507 0.8 0.0 -1.3 0.041
S 0.88314 -0.65445 0.00984 1.2 -2.5 3.2 0.025
O 0.34396 -0.27000 -1.33600 -1.2 0.4 -1.1 -0.037
O 1.28939 -2.04943 0.15575 -0.8 2.3 -0.7 0.002
C 2.51538 0.27284 0.05340 0.0 -0.2 -0.1 0.001
F 2.35929 1.53700 -0.30482 -0.2 0.3 -0.1 0.000
F 2.99695 0.22698 1.28632 -0.2 -0.1 0.0 0.001
F 3.37611 -0.30752 -0.76956 0.0 -0.1 -0.1 0.000
O -3.05157 -0.73768 -0.91200 1.6 0.1 -2.2 0.061
C -2.98268 -0.07458 0.15072 -1.4 -0.3 3.1 -0.002
O -3.51287 -0.16257 1.23089 0.8 0.3 -1.7 0.003
```
Positions in Å, forces in eV/Å.

Properties
spin multiplicity: 2
strongest force on any atom: 0.08239 Eh/bohr
frontier orbital gap (alpha / beta): 8.896 / 6.364 eV